[1]
This record from OMol25 describes a cluster of 4 separate species, C4H17NO3 in total. The level of theory is ωB97M-V with the def2-TZVPD basis set.

Last column: natural (NBO) charge in e.
Positions of all 25 atoms, in Å:
C: -0.72302 -2.60879 1.91595  -0.639
C: -1.18687 -2.19559 0.51350  -0.223
N: -0.95573 -0.77439 0.42985  -0.447
C: 0.43114 -0.31903 0.10407  -0.425
C: -1.84076 -0.04886 -0.52135  -0.424
H: 0.27615 -3.18964 1.88588  0.202
H: -0.36851 -1.93609 2.69089  0.229
H: -1.51898 -3.22922 2.46450  0.209
H: -2.27317 -2.34076 0.47459  0.198
H: -0.64880 -2.74013 -0.33970  0.167
H: 0.96378 0.21523 0.94886  0.194
H: 0.48007 0.18821 -0.82151  0.194
H: 1.03375 -1.25946 0.08815  0.192
H: -1.57721 0.16194 -1.54887  0.175
H: -2.79025 -0.58370 -0.45504  0.188
H: -1.94922 0.96933 0.00462  0.208
H: -0.69784 3.98878 -0.86482  0.482
H: -1.80667 4.56995 0.09889  0.470
O: -1.65454 4.06591 -0.71213  -0.952
H: 2.34634 3.99761 -0.01070  0.477
H: 1.20257 4.88860 -0.31246  0.465
O: 1.37635 3.96264 -0.11454  -0.940
H: 3.63257 -2.24273 -2.70939  0.500
H: 4.49829 -1.58038 -1.38916  0.499
O: 3.75057 -1.95942 -1.82010  -0.999

## Properties
- net charge = 0
- SMILES = CCN(C)C.O.O.O
- gap between HOMO and LUMO (eV) = 8.32
- HOMO (eV) = -7.873
- ΔE to the lowest compared entry with this formula, charge and spin (kJ/mol) = 262.4

[2]
This record from OMol25 describes a cluster of 4 separate species, C4H17NO3 in total. The level of theory is ωB97M-V with the def2-TZVPD basis set.

Last column: Mulliken spin population.
Positions of all 25 atoms, in Å:
C: 0.68923 -1.57902 -1.69421  0.003
C: 0.33885 -2.09164 -0.28532  0.016
C: -1.06817 -1.71248 0.14407  0.031
C: -1.35590 -0.21775 0.31221  0.018
N: -0.92715 0.31521 1.53874  0.766
H: 1.77221 -1.55601 -1.78816  0.000
H: 0.40214 -0.55738 -1.95409  -0.001
H: 0.31111 -2.21275 -2.49126  0.000
H: 0.50421 -3.15789 -0.35119  0.002
H: 1.08912 -1.71909 0.40344  -0.003
H: -1.76599 -2.12687 -0.58554  -0.001
H: -1.32280 -2.19776 1.09430  0.003
H: -2.45448 -0.04283 0.19279  0.137
H: -0.94665 0.26883 -0.57945  0.039
H: -0.99446 1.34959 1.64242  -0.013
H: -1.30346 -0.19901 2.35163  -0.017
H: -0.31386 3.79003 0.99940  0.000
H: -0.75864 2.74061 0.05319  0.000
O: -1.01262 3.13627 0.90939  0.000
H: 1.39122 2.79705 -1.32340  0.000
H: 1.32948 1.36559 -0.75877  -0.001
O: 0.90637 1.97130 -1.38680  0.001
H: 1.07036 0.39785 1.31649  -0.005
H: 2.53450 0.78001 1.43937  -0.004
O: 1.88539 0.45817 0.80075  0.030

## Properties
- net charge = +1
- multiplicity = 2
- gap between HOMO and LUMO (alpha / beta) (eV) = 11.75 / 6.26
- HOMO (alpha / beta) (eV) = -14.998 / -14.994
- ΔE to the lowest compared entry with this formula, charge and spin (kJ/mol) = 6.4

[3]
This record from OMol25 describes a cluster of 6 separate species, C4H17NO8 in total. The level of theory is ωB97M-V with the def2-TZVPD basis set.

Last column: natural (NBO) charge in e.
Positions of all 30 atoms, in Å:
O: 0.68052 -2.19296 -0.71430  -0.684
C: 0.51682 -1.35955 0.15643  0.544
N: -0.58645 -0.59234 0.33945  -0.640
C: -1.88011 -0.87666 -0.29749  -0.191
C: -1.92006 -0.14858 -1.65959  -0.077
O: -3.18177 -0.33402 -2.27920  -0.714
C: -3.01696 -0.36735 0.64574  0.438
O: -2.75910 -0.15631 1.79880  -0.508
H: 1.23279 -1.02637 0.92767  0.132
H: -0.60877 0.04753 1.16673  0.459
H: -1.92786 -1.97707 -0.33282  0.230
H: -1.10709 -0.68856 -2.14633  0.183
H: -1.60072 0.88798 -1.58182  0.184
H: -3.16611 -1.24038 -2.59577  0.472
H: -3.94729 -0.30945 0.09970  0.139
H: 1.00895 0.28895 2.62637  0.506
H: -0.25642 0.46063 3.48043  0.478
O: 0.14774 -0.12105 2.83855  -0.966
H: -0.06147 3.09460 -0.29605  0.471
H: 0.15655 4.53132 0.07005  0.472
O: 0.60557 3.79020 -0.34308  -0.940
H: 2.76504 1.15866 0.89507  0.504
H: 1.88749 2.32146 1.12104  0.487
O: 1.99136 1.41994 1.45619  -1.015
H: 4.66893 1.11978 -0.57795  0.482
H: 3.47310 0.16297 -0.73942  0.507
O: 4.06141 0.56444 -0.06574  -0.978
H: 1.90471 -1.09400 -2.27139  0.490
H: 2.75198 -1.76459 -1.22669  0.496
O: 2.77398 -1.05702 -1.88019  -0.962

## Properties
- net charge = 0
- SMILES = O=CN[C@@H](C=O)CO.O.O.O.O.O
- gap between HOMO and LUMO (eV) = 9.91
- HOMO (eV) = -9.647
- ΔE to the lowest compared entry with this formula, charge and spin (kJ/mol) = 192.2

[4]
This record from OMol25 describes a structure of composition C4H18F3In2Li3O16P2. The level of theory is ωB97M-V with the def2-TZVPD basis set.

Last column: natural (NBO) charge in e.
Positions of all 48 atoms, in Å:
Li: 0.27627 -3.21911 0.77881  0.975
Li: -0.56803 0.91656 0.83554  0.906
Li: 2.72835 -2.23370 -1.23392  0.934
In: 2.66272 -0.67998 2.49220  1.264
In: 3.71013 1.73679 -1.61760  1.127
C: -1.54075 0.28667 3.23750  0.234
O: -2.17616 0.69986 2.01138  -0.504
O: -0.19276 0.65833 2.95042  -0.452
C: -2.32510 0.84420 4.51411  0.956
F: -1.58666 0.88236 5.58098  -0.269
F: -2.92426 2.01517 4.36451  -0.280
F: -3.37745 0.07062 4.85890  -0.305
C: -3.48660 0.24284 1.73984  -0.099
C: -3.99978 1.06569 0.55195  -0.655
H: -3.21771 1.21285 -0.19290  0.216
H: -4.96156 0.90833 0.06375  0.273
H: -4.22949 2.08098 0.87525  0.234
H: -4.13633 0.36333 2.60670  0.226
H: -3.50482 -0.78655 1.38189  0.202
H: -1.39875 -0.79007 3.14502  0.275
P: 4.97620 -1.31953 -0.25788  2.370
O: 4.45981 -1.10433 -1.70416  -0.771
O: 4.06894 -2.48858 0.33225  -0.996
O: 4.60421 -0.01496 0.49916  -1.008
O: 6.49381 -1.62228 -0.36832  -0.506
P: 0.94277 -0.40376 -0.64410  2.525
O: 1.76130 -0.43955 -1.99819  -1.229
O: 1.34624 -1.72511 0.07559  -1.359
O: -0.60128 -0.07592 -0.75147  -1.243
O: 1.47421 0.68625 0.27515  -1.221
O: -1.44341 -2.86741 -0.29697  -1.026
H: -2.26058 -2.96220 -0.78633  0.526
H: -1.08817 -2.02610 -0.58372  0.500
O: -1.18965 -1.39361 -3.27084  -0.925
H: -0.36373 -1.43520 -3.75287  0.491
H: -1.00466 -0.82059 -2.52675  0.456
O: 1.07375 1.34621 -3.50831  -0.864
H: 0.23655 1.64247 -3.15117  0.482
H: 1.25980 0.53228 -3.04020  0.474
O: -1.21241 2.23887 -2.27302  -0.912
H: -0.60627 2.67401 -1.67344  0.459
H: -1.24087 1.33168 -1.96899  0.486
O: 2.56150 2.62212 1.44565  -0.937
H: 2.46645 3.45288 1.91152  0.492
H: 1.67820 2.41605 1.13980  0.482
O: 1.66578 -1.68322 -4.22063  -0.952
H: 2.54399 -1.46272 -4.53104  0.480
H: 1.64635 -1.37309 -3.31527  0.466

## Properties
- net charge = +2
- gap between HOMO and LUMO (eV) = 2.54
- HOMO (eV) = -15.719

[5]
This record from OMol25 describes a cluster of 4 separate species, C4H18N2O4 in total. The level of theory is ωB97M-V with the def2-TZVPD basis set.

Last column: natural (NBO) charge in e.
Positions of all 28 atoms, in Å:
C: 0.45389 0.88556 1.15959  -0.231
C: 0.89765 0.35955 2.52442  -0.436
C: 1.40831 -1.08809 2.57275  -0.226
N: 0.79348 -2.08753 1.68251  -0.813
N: 1.48958 1.59150 0.42755  -0.632
C: 0.98332 2.15022 -0.82278  0.087
O: 0.25029 1.20211 -1.59655  -0.777
H: 0.03359 0.03883 0.61895  0.167
H: -0.39401 1.55932 1.29211  0.192
H: 1.62975 0.99434 3.02584  0.219
H: 0.03282 0.50410 3.18278  0.201
H: 2.49146 -1.13081 2.43328  0.182
H: 1.30106 -1.46022 3.59495  0.194
H: 0.79803 -1.75622 0.72576  0.349
H: -0.17868 -2.13170 1.96594  0.342
H: 2.27349 0.99247 0.19468  0.348
H: 0.33358 2.98416 -0.57212  0.169
H: 1.84370 2.48850 -1.40399  0.161
H: 0.86809 0.47798 -1.76019  0.492
H: -0.00521 -1.68722 -2.53348  0.499
H: 1.24449 -1.17890 -3.31470  0.482
O: 0.88934 -1.34315 -2.43698  -0.964
H: -1.49157 0.23167 -2.04564  0.495
H: -2.86144 0.32168 -2.60238  0.464
O: -2.19910 -0.33296 -2.39677  -0.965
H: -3.77352 -0.32571 -0.57999  0.487
H: -3.41695 -0.99332 0.87488  0.479
O: -4.01398 -0.90069 0.13604  -0.968

## Properties
- net charge = 0
- SMILES = NCCCNCO.O.O.O
- gap between HOMO and LUMO (eV) = 9.71
- HOMO (eV) = -9.289
- ΔE to the lowest compared entry with this formula, charge and spin (kJ/mol) = 45.0

[6]
This record from OMol25 describes a cluster of 4 separate species, C4H18N3O3 in total. The level of theory is ωB97M-V with the def2-TZVPD basis set.

Last column: natural (NBO) charge in e.
Positions of all 28 atoms, in Å:
C: -1.58827 -0.14663 2.49080  -0.225
C: -1.07875 -1.00681 1.27077  -0.432
C: 0.18190 -0.49160 0.58968  -0.256
N: 2.15668 0.92175 -0.92525  -0.732
C: 0.90603 1.49532 -0.72217  0.452
N: -0.02144 0.87186 -0.01094  -0.545
N: -2.73657 0.72279 2.06555  -0.835
H: -0.86131 0.56476 2.85097  0.192
H: -1.95989 -0.78530 3.45692  0.192
H: -0.86456 -2.01554 1.70538  0.252
H: -1.96026 -0.91221 0.53519  0.202
H: 0.91073 -0.31998 1.35047  0.218
H: 0.48131 -1.35446 -0.17893  0.226
H: 3.13486 1.31192 -1.16398  0.475
H: 2.08384 -0.05350 -0.72693  0.416
H: 0.79497 2.58963 -0.92910  0.239
H: -0.88155 0.97053 -0.41080  0.404
H: -3.34606 0.55258 2.85961  0.369
H: -3.20344 0.38491 1.27932  0.342
H: 0.56227 0.18138 -3.16480  0.489
H: -0.69144 -0.17447 -2.32992  0.498
O: 0.13975 0.16428 -2.40701  -0.951
H: 3.59892 1.33389 1.30449  0.472
H: 4.02314 -0.05030 1.59243  0.489
O: 3.89982 0.58154 0.78787  -0.953
H: -2.57361 -3.03282 -2.01324  0.478
H: -2.26958 -2.51497 -3.29514  0.472
O: -1.95140 -2.41987 -2.43110  -0.948

## Properties
- net charge = +1
- gap between HOMO and LUMO (eV) = 9.33
- HOMO (eV) = -12.345
- ΔE to the lowest compared entry with this formula, charge and spin (kJ/mol) = 367.6

| no. | E_tot (Ha) |
| --- | --- |
| 1 | -442.97733 |
| 2 | -442.74804 |
| 3 | -819.27697 |
| 4 | -2751.70604 |
| 5 | -573.64561 |
| 6 | -552.85988 |